Entry 1:
{"formula": "C22H42BaCl3N2O4SSi", "method": "ωB97M-V with the def2-TZVPD basis set", "total_charge": -1, "homo_energy_ev": -0.53, "symbols": ["C", "C", "H", "H", "H", "C", "C", "H", "H", "H", "H", "Ba", "Cl", "Cl", "H", "H", "C", "C", "N", "H", "C", "O", "H", "H", "H", "H", "H", "H", "C", "C", "N", "H", "C", "O", "H", "H", "H", "H", "O", "C", "C", "C", "H", "C", "H", "C", "H", "C", "C", "H", "H", "H", "Si", "Cl", "C", "C", "C", "H", "H", "H", "H", "H", "H", "H", "H", "H", "C", "S", "C", "O", "H", "H", "H", "H", "H", "H"], "positions_angstrom": [[-2.042482, -1.818193, -4.955537], [-1.430981, -2.350037, -3.692225], [-2.549034, -2.638373, -5.471983], [-1.272978, -1.434471, -5.638213], [-2.777534, -1.024996, -4.771696], [-1.106907, -3.676818, -3.523117], [-1.369852, -4.703473, -4.529368], [-0.657623, -3.981660, -2.584596], [-0.958873, -4.436218, -5.509841], [-2.447972, -4.868399, -4.645551], [-0.914472, -5.639407, -4.213862], [2.775625, 2.101286, 1.235167], [-3.901943, 0.258634, 0.564162], [3.279835, 4.400456, -0.502049], [1.195366, 5.957189, 2.819166], [-1.027650, 6.345224, 2.891675], [1.185591, 5.006180, 2.277067], [-1.093577, 5.948565, 1.874229], [-0.156973, 4.842437, 1.724999], [1.424991, 4.188802, 2.983984], [-0.505528, 3.727156, 1.070194], [0.247497, 2.739826, 0.898453], [-2.102913, 5.577920, 1.682704], [-1.545949, 3.727838, 0.695896], [1.944598, 5.041559, 1.467294], [-0.871094, 6.759096, 1.168602], [3.169695, -1.391068, -3.658837], [2.290147, -3.541818, -2.639688], [4.101680, -1.468741, -3.081032], [3.314811, -3.651019, -2.251640], [3.890205, -2.353471, -1.955917], [4.388431, -0.486125, -2.704003], [4.487489, -2.131660, -0.738727], [5.497199, -1.464399, -0.538573], [3.282866, -4.249121, -1.332165], [3.897942, -2.576955, 0.093410], [4.869701, -1.880043, -3.748945], [3.919295, -4.170152, -3.013553], [-1.398773, -0.165106, -2.730139], [-1.160258, -1.466408, -2.623311], [0.502210, -2.279977, -0.909019], [-0.814787, -1.974161, -1.302936], [1.329421, -1.824998, -1.461353], [0.680053, -3.142749, 0.168723], [-3.543896, 0.228817, -0.674134], [-1.906071, -2.327283, -0.495310], [1.688562, -3.446183, 0.452321], [-0.426554, -3.608085, 0.887624], [-1.712159, -3.160506, 0.587021], [-2.888512, -1.963802, -0.802399], [-0.278091, -4.294035, 1.723043], [-2.561574, -3.451043, 1.198161], [-1.361771, 1.317130, -3.360642], [2.882422, 0.477853, -0.839446], [0.218533, 2.151257, -2.879209], [-2.634658, 2.171651, -2.304163], [-1.448506, 1.321004, -5.212047], [0.305257, 2.257045, -1.796483], [0.246996, 3.145332, -3.334228], [1.084179, 1.580030, -3.216343], [-0.655431, 0.704737, -5.649998], [-1.269773, 2.346785, -5.569750], [-2.401169, 0.977516, -5.626057], [-2.409273, 1.953124, -1.250941], [-3.643651, 1.781947, -2.474515], [-2.648156, 3.259919, -2.426227], [0.233553, -1.916244, 3.518109], [0.173744, -0.639903, 2.272571], [-1.128619, 0.376373, 2.983577], [1.476143, 0.114308, 2.483443], [-0.690055, -2.498912, 3.500946], [0.366381, -1.412356, 4.482117], [1.090227, -2.560738, 3.294322], [-0.958354, 0.418188, 4.068164], [-1.050298, 1.366485, 2.519425], [-2.101321, -0.072562, 2.746900]], "forces_ev_per_a": [[-0.016, -0.348, -0.202], [0.826, 0.981, 2.287], [-0.028, 0.118, -0.053], [-0.197, -0.008, 0.070], [0.203, -0.151, 0.040], [0.307, -0.240, 0.272], [-0.232, -0.390, -0.371], [-0.011, -0.090, -0.145], [-0.042, -0.248, -0.274], [-0.222, -0.420, -0.413], [-0.018, -0.276, -0.154], [0.183, 0.155, 0.097], [-0.179, 0.118, -0.019], [0.028, 0.203, 0.307], [0.135, -0.272, -0.049], [-0.135, -0.110, -0.129], [0.207, 0.021, -0.195], [0.046, -0.069, -0.207], [-0.108, -0.171, 0.042], [-0.228, 0.325, -0.195], [0.938, -1.009, -0.189], [-1.262, 1.573, 0.531], [0.076, 0.165, 0.068], [0.300, -0.056, 0.037], [-0.318, -0.016, 0.286], [-0.007, -0.147, 0.124], [0.121, 0.033, 0.265], [0.222, -0.129, 0.057], [0.308, -0.215, -0.100], [-0.485, 0.198, 0.072], [0.258, -0.061, 0.494], [0.011, -0.206, -0.196], [0.432, 0.466, -0.406], [-0.995, -0.457, -0.140], [-0.013, 0.050, -0.272], [0.420, -0.250, -0.213], [0.070, 0.167, -0.022], [-0.064, 0.034, 0.265], [-1.387, 3.520, 0.092], [0.581, -2.381, -2.109], [-0.762, 0.118, 0.110], [-0.102, -0.017, 0.173], [-0.253, -0.403, 0.147], [0.001, 0.081, 0.132], [0.138, -0.042, 0.076], [0.640, 0.071, -0.192], [-0.190, -0.032, 0.032], [0.250, -0.084, 0.102], [0.001, 0.026, 0.466], [0.247, -0.437, 0.086], [-0.014, 0.064, -0.202], [0.042, -0.183, 0.024], [1.055, -0.976, 1.117], [-0.174, -0.414, -0.580], [0.137, 0.198, -0.228], [-0.798, 0.379, -0.084], [-0.361, 0.623, -0.624], [0.009, -0.006, -0.019], [0.223, 0.106, 0.056], [0.093, 0.071, -0.010], [-0.094, 0.026, 0.289], [-0.103, -0.134, 0.029], [0.127, 0.068, 0.029], [0.289, 0.075, -0.305], [-0.072, 0.163, -0.103], [-0.104, -0.008, -0.005], [-0.065, 0.087, 0.446], [0.325, 0.068, -0.906], [0.096, -0.091, 0.466], [-0.372, 0.173, 0.396], [0.115, 0.089, -0.053], [0.052, -0.187, -0.069], [-0.241, 0.198, -0.041], [-0.173, 0.215, -0.225], [0.015, -0.350, 0.077], [0.301, 0.059, 0.040]]}

Entry 2:
{"formula": "C7H17O4P", "method": "ωB97M-V with the def2-TZVPD basis set", "total_charge": 0, "homo_energy_ev": -10.37, "smiles": "COP(=O)(O)O.C1CCCCC1", "symbols": ["C", "C", "C", "C", "C", "C", "H", "H", "H", "H", "H", "H", "H", "H", "H", "H", "H", "H", "O", "O", "O", "O", "C", "P", "H", "H", "H", "H", "H"], "positions_angstrom": [[-0.006470, 3.247839, 1.129709], [1.451819, 3.033619, 1.540539], [-0.146340, 3.288569, -0.393480], [2.355329, 4.110369, 0.935890], [0.757150, 4.365318, -0.998140], [2.215439, 4.151099, -0.587300], [-0.358620, 4.210548, 1.547609], [-0.643020, 2.445569, 1.549959], [1.784189, 2.041999, 1.177700], [1.541609, 3.035709, 2.643899], [-1.200920, 3.473218, -0.674960], [0.144680, 2.303539, -0.806340], [3.409899, 3.925689, 1.217350], [2.064329, 5.095408, 1.348769], [0.424780, 5.356958, -0.635330], [0.667380, 4.363199, -2.101489], [2.852009, 4.953348, -1.007570], [2.567559, 3.188379, -1.005180], [0.941970, 0.590180, -0.307700], [-1.608099, 1.016530, -0.084320], [-0.732060, -1.292920, 0.304360], [-0.350680, 0.497810, 1.959629], [0.712590, -0.042620, 2.755259], [-0.302460, 0.243140, 0.397670], [-1.347080, 1.871369, -0.521530], [-0.369590, -1.696189, -0.529910], [0.582490, 0.330560, 3.785019], [1.702049, 0.277280, 2.387509], [0.683940, -1.145090, 2.774339]], "forces_ev_per_a": [[-0.378, 0.127, 0.327], [0.214, -0.211, 0.196], [0.174, 0.375, -0.303], [0.208, 0.126, 0.171], [-0.167, 0.236, -0.347], [0.248, -0.067, -0.164], [0.074, -0.305, -0.151], [0.374, 1.064, -0.103], [-0.083, 0.580, 0.189], [-0.057, 0.001, -0.418], [0.221, 0.340, 0.056], [0.326, 1.047, -0.067], [-0.445, 0.139, -0.096], [0.173, -0.283, -0.105], [0.090, -0.301, -0.189], [0.024, 0.068, 0.469], [-0.269, -0.371, 0.140], [-0.088, 0.361, 0.119], [-0.175, -0.807, 0.198], [0.471, -0.090, -0.287], [0.734, -0.368, -1.179], [0.341, -0.733, 0.062], [0.514, -0.271, 0.608], [-0.826, -0.381, -0.193], [-0.510, -1.020, 0.497], [-0.513, 0.520, 1.162], [-0.054, -0.112, -0.551], [-0.480, -0.069, 0.049], [-0.141, 0.405, -0.089]]}

Entry 3:
{"formula": "C4H11N3O2", "method": "ωB97M-V with the def2-TZVPD basis set", "total_charge": 0, "homo_energy_ev": -9.09, "smiles": "[H]/N=C(/N)NC.CC(=O)O", "symbols": ["C", "C", "N", "N", "N", "H", "H", "H", "H", "H", "H", "H", "H", "C", "C", "O", "O", "H", "H", "H"], "positions_angstrom": [[-0.355434, -1.922444, 1.390300], [1.625057, -1.111712, 0.130544], [1.006436, -0.096529, -0.360700], [0.984734, -2.146540, 0.804580], [3.010397, -1.151859, -0.015950], [0.047347, -0.032254, -0.038216], [-3.657905, 1.756532, -0.185150], [1.633010, -2.650847, 1.382273], [3.345310, -0.369777, -0.558413], [3.292198, -2.055399, -0.384961], [-1.055935, -2.156917, 0.572374], [-0.552869, -0.862526, 1.525220], [-0.437962, -2.579707, 2.246768], [-0.817295, 2.349863, -1.358566], [-1.803505, 2.041981, -0.311500], [-3.091670, 2.199285, -0.818407], [-1.722881, 1.722886, 0.842029], [-1.418395, 2.408189, -2.264573], [-0.021815, 1.571106, -1.306499], [-0.008823, 3.086662, -1.291148]], "forces_ev_per_a": [[0.543, -0.155, -2.181], [-1.356, 1.247, -0.342], [0.343, 0.008, 0.289], [1.065, 0.484, 0.220], [-0.344, -1.346, 0.258], [-0.017, -0.196, -0.068], [-0.351, 0.058, 0.429], [-0.048, -0.157, 0.292], [-0.155, -0.104, -0.125], [0.383, 0.273, 0.064], [-0.205, -0.482, 0.627], [0.240, 0.079, 0.998], [-0.410, 0.261, 0.105], [1.474, -0.988, -0.422], [-1.944, 1.324, 0.575], [1.083, -0.272, -0.606], [1.080, -0.526, 0.203], [0.837, -0.013, -0.292], [-1.062, -0.553, -0.663], [-1.157, 1.057, 0.639]]}

Entry 4:
{"formula": "C5H12N2", "method": "ωB97M-V with the def2-TZVPD basis set", "total_charge": 0, "homo_energy_ev": -8.30, "smiles": "C=CC(C)(C)NN", "symbols": ["C", "C", "C", "C", "C", "N", "N", "H", "H", "H", "H", "H", "H", "H", "H", "H", "H", "H", "H"], "positions_angstrom": [[-1.831008, 1.388300, -0.218585], [-0.677003, 0.973843, -0.693123], [-0.190463, -1.526728, -0.973184], [0.075249, -0.653339, 1.284298], [0.230194, -0.269276, -0.136599], [1.998968, 1.312092, 0.010011], [1.580670, 0.069955, -0.523078], [-2.304712, 2.207148, -0.710024], [-2.426969, 0.769914, 0.451681], [-0.109219, 1.629984, -1.414575], [0.519504, -2.421090, -0.993716], [-0.153653, -1.196815, -2.032025], [-1.220988, -1.796259, -0.777916], [0.724786, -1.525110, 1.595768], [0.397364, 0.082198, 2.053363], [-1.010028, -0.841733, 1.483340], [2.410863, 1.803609, -0.746695], [1.146252, 1.868387, 0.218399], [2.215057, -0.678289, -0.053585]], "forces_ev_per_a": [[-0.556, -1.090, -0.320], [2.610, -0.691, 0.814], [1.140, 0.416, -1.683], [-0.431, 0.093, 2.798], [-1.337, 0.082, -2.389], [-0.748, 1.044, 1.324], [1.689, -2.470, 0.467], [-0.395, 0.608, 0.032], [0.179, 0.350, 0.186], [-0.800, -1.046, 0.512], [-0.886, 1.172, 0.782], [-0.172, -0.167, 0.402], [-0.041, -0.318, 0.285], [-0.972, 0.436, -0.851], [-0.289, 0.188, -0.756], [0.936, -0.244, 0.079], [0.562, 0.540, -0.765], [0.863, -0.523, 0.153], [-1.353, 1.620, -1.071]]}

Entry 5:
{"formula": "C11H15N", "method": "ωB97M-V with the def2-TZVPD basis set", "total_charge": 0, "homo_energy_ev": -7.62, "smiles": "Cc1c[nH]c2ccccc12.CC", "symbols": ["C", "C", "H", "H", "H", "H", "H", "H", "C", "C", "C", "C", "C", "C", "C", "C", "C", "N", "H", "H", "H", "H", "H", "H", "H", "H", "H"], "positions_angstrom": [[0.571442, -0.363102, 3.022296], [0.385336, 1.149504, 2.597743], [1.642171, -0.783228, 3.391877], [0.040317, -0.485256, 3.828398], [0.176938, -1.002731, 2.140741], [-0.416414, 1.452778, 1.929924], [1.312164, 1.446433, 2.055224], [0.210605, 1.552860, 3.613895], [-1.384703, -2.583511, 0.185898], [0.013508, -0.474443, -0.612444], [-1.075510, -1.291264, -0.349131], [-0.472374, 0.807240, -1.067091], [-2.189566, -0.508647, -0.595039], [2.364597, 0.313257, -0.794447], [1.897183, 1.498231, -1.305836], [1.450503, -0.761431, -0.544734], [0.484788, 1.758590, -1.427219], [-1.866362, 0.736087, -1.086239], [3.357929, 0.006329, -0.410683], [2.663615, 2.228183, -1.480132], [1.561791, -1.586509, -0.069807], [0.216836, 2.788928, -1.694244], [-0.893059, -3.364762, -0.403487], [-2.505049, -2.810008, 0.346249], [-3.243159, -0.686579, -0.514936], [-2.362334, 1.509434, -0.961132], [-0.969038, -2.685023, 1.171810]], "forces_ev_per_a": [[3.164, -0.645, -5.608], [1.940, -1.031, 1.072], [-2.064, 1.541, -1.448], [-3.408, -1.134, 4.219], [0.838, 0.582, 1.740], [-0.422, -0.774, 0.107], [-0.541, 0.406, 0.852], [0.496, 1.063, -0.936], [-0.362, -2.791, 0.895], [3.535, 0.942, -1.279], [-4.361, 2.024, -0.384], [1.447, -1.253, 0.058], [0.313, 0.575, -0.310], [-0.995, -4.155, 1.353], [-1.640, 0.311, 0.385], [-3.720, 7.657, -2.470], [1.356, 0.850, 0.092], [4.264, -3.162, -0.369], [-0.172, 1.128, -0.962], [-0.278, 0.737, -0.289], [2.061, -5.488, 2.764], [-0.088, -0.534, -0.142], [-0.400, -0.295, 0.039], [1.763, 0.512, -0.735], [-0.195, -0.582, 0.267], [-2.878, 3.708, 0.393], [0.347, -0.194, 0.695]]}

Entry 6:
{"formula": "BrH4N2P", "method": "ωB97M-V with the def2-TZVPD basis set", "total_charge": 0, "homo_energy_ev": -7.55, "symbols": ["N", "N", "P", "Br", "H", "H", "H", "H"], "positions_angstrom": [[-0.284209, -1.086325, 0.899768], [-0.508666, 1.118303, -0.269728], [-1.178284, 0.366938, 0.977623], [2.040870, -0.857769, -1.930273], [0.289868, -0.956163, 0.106757], [-0.002200, -1.500845, 1.709693], [-0.680107, 2.035423, -0.714250], [0.322727, 0.880438, -0.779590]], "forces_ev_per_a": [[-3.795, 4.709, -1.358], [-0.371, 1.910, -0.591], [1.491, -1.904, -0.340], [-0.702, 0.434, 0.648], [2.103, -1.149, -1.345], [1.009, -1.719, 2.336], [-1.108, -0.531, 1.053], [1.374, -1.748, -0.404]]}

Calculated relative energy (zero: lowest compared OMol25 entry of this formula, charge and spin) in order - 3.228, 0.000, 1.286, 2.780, 2.961, 1.700 eV
Calculated DFT total energy in order - -3367.82159, -919.34191, -473.75550, -307.12718, -482.80634, -3027.25759 Ha
Calculated E_LUMO in order - 0.04829, 0.02463, 0.03005, 0.03805, 0.03394, -0.08552 Eh